Density functional theory data (ωB97M-V/def2-TZVPD) for C22H33N13O2PPtSe as an isolated structure.

Last column: Löwdin charge in e.
Cartesian coordinates (Å):
Pt 0.037 -0.913 0.741  1.18
C 2.990 3.388 2.759  0.01
N 2.012 2.698 1.913  -0.10
C 1.269 3.287 0.932  -0.01
C 0.514 2.301 0.363  -0.10
N 0.802 1.126 0.992  -0.08
C 1.709 1.381 1.928  -0.45
P 2.415 0.157 3.083  1.20
C 0.854 -0.577 3.676  -0.45
N -0.101 -1.091 2.905  -0.08
C -1.041 -1.647 3.721  -0.09
C -0.645 -1.461 5.015  -0.01
N 0.545 -0.795 4.973  -0.10
C 1.333 -0.401 6.144  0.01
C 2.800 -1.149 1.862  -0.44
N 1.961 -1.667 0.963  -0.13
C 2.614 -2.684 0.326  -0.11
C 3.872 -2.778 0.847  -0.01
N 3.973 -1.815 1.809  -0.10
C 5.174 -1.547 2.606  0.01
H 2.860 4.458 2.630  0.11
H 4.001 3.114 2.467  0.10
H 2.824 3.138 3.804  0.09
H 1.334 4.342 0.725  0.14
H -0.191 2.366 -0.449  0.10
H -1.919 -2.141 3.341  0.11
H -1.103 -1.752 5.945  0.14
H 0.759 -0.636 7.035  0.11
H 1.528 0.668 6.124  0.10
H 2.270 -0.952 6.171  0.10
H 2.147 -3.288 -0.432  0.09
H 4.684 -3.448 0.623  0.14
H 5.887 -2.345 2.426  0.11
H 4.925 -1.530 3.664  0.09
H 5.617 -0.598 2.311  0.10
C -3.703 3.542 0.836  -0.07
C -4.339 3.232 -0.515  -0.40
C -3.486 3.732 -1.675  -0.06
C -4.690 1.750 -0.664  -0.08
N -3.507 0.874 -0.576  -0.06
C -2.868 0.417 0.496  -0.09
N -1.840 -0.290 0.076  -0.16
N -1.853 -0.227 -1.281  -0.02
N -2.850 0.465 -1.669  0.10
H -3.562 4.617 0.944  0.09
H -2.712 3.084 0.931  0.06
H -4.326 3.209 1.668  0.09
H -5.309 3.735 -0.556  0.15
H -2.529 3.203 -1.725  0.06
H -3.268 4.792 -1.552  0.09
H -3.990 3.602 -2.632  0.09
H -5.132 1.540 -1.636  0.14
H -5.382 1.421 0.110  0.14
H -3.183 0.562 1.515  0.16
O -1.396 -3.416 0.791  0.01
N -1.153 -4.447 0.244  -0.15
O -0.716 -4.720 -0.818  0.12
C 1.766 0.220 -5.426  0.01
N 0.805 -0.869 -5.620  -0.10
C 0.213 -1.185 -6.792  0.04
C -0.593 -2.273 -6.564  0.04
N -0.471 -2.597 -5.258  -0.10
C -1.153 -3.715 -4.599  0.01
C 0.393 -1.735 -4.655  -0.68
Se 0.918 -1.766 -2.905  0.89
H 1.947 0.685 -6.390  0.11
H 2.696 -0.180 -5.033  0.10
H 1.353 0.951 -4.736  0.10
H 0.397 -0.637 -7.701  0.15
H -1.226 -2.822 -7.241  0.16
H -1.617 -4.326 -5.366  0.11
H -1.912 -3.330 -3.921  0.10
H -0.427 -4.306 -4.048  0.09

Calculated values
Net charge ... +3
Kohn-Sham gap (spin up / spin down) ... 0.328 / 0.232 hartree
Relative energy (zero: lowest compared OMol25 entry of this formula, charge and spin) ... 17.49 kcal/mol
E ... -4581.51719 Ha
E_HOMO (spin up / spin down) ... -15.88 / -16.50 eV
Spin multiplicity ... 5
Expectation value of S² ... 6.03

---

Density functional theory data (ωB97M-V/def2-TZVPD) for one molecule with the formula C22H33N3O4.

Last column: Löwdin charge in e.
Cartesian coordinates (Å):
C 7.301 -1.796 -1.403  -0.09
O 6.574 -0.597 -1.484  -0.09
C 5.584 -0.371 -0.570  -0.23
C 5.234 -1.245 0.449  -0.01
C 4.210 -0.921 1.325  -0.05
C 3.520 0.274 1.206  -0.21
C 2.356 0.596 2.112  -0.13
N 1.086 0.020 1.689  -0.12
C 1.013 -1.416 1.785  -0.17
C -0.439 -1.812 1.558  -0.15
N -0.768 -1.453 0.199  0.10
C -0.308 -0.340 -0.385  -0.45
O -0.589 -0.052 -1.537  0.05
C 0.567 0.583 0.457  -0.18
C -0.285 1.844 0.781  -0.01
C -1.740 1.474 1.023  -0.46
O -2.073 0.863 2.027  0.05
N -2.648 1.869 0.102  -0.08
C -2.313 2.492 -1.162  -0.04
C -4.047 1.558 0.321  -0.12
C -4.486 0.289 -0.429  -0.30
C -5.949 0.353 -0.874  -0.14
C -6.318 -0.954 -1.581  -0.21
O -6.106 -2.083 -0.766  -0.13
C -4.761 -2.189 -0.356  -0.21
C -4.316 -0.961 0.437  -0.13
C 3.893 1.150 0.190  -0.01
C 4.908 0.852 -0.699  -0.19
C 5.305 1.796 -1.790  -0.03
H 8.023 -1.758 -2.218  0.09
H 7.836 -1.882 -0.451  0.10
H 6.655 -2.670 -1.536  0.10
H 5.751 -2.184 0.575  0.10
H 3.963 -1.610 2.119  0.11
H 2.552 0.223 3.121  0.13
H 2.225 1.679 2.170  0.12
H 1.329 -1.708 2.789  0.13
H 1.651 -1.936 1.046  0.13
H -0.586 -2.885 1.692  0.12
H -1.074 -1.256 2.258  0.11
H -1.388 -2.036 -0.344  0.15
H 1.389 0.890 -0.211  0.14
H 0.091 2.266 1.714  0.13
H -0.179 2.575 -0.014  0.10
H -1.571 1.904 -1.703  0.07
H -3.213 2.543 -1.771  0.09
H -1.945 3.511 -1.015  0.09
H -4.188 1.423 1.395  0.13
H -4.642 2.416 -0.008  0.13
H -3.855 0.184 -1.320  0.15
H -6.116 1.188 -1.556  0.12
H -6.590 0.482 0.000  0.13
H -7.379 -0.972 -1.840  0.12
H -5.725 -1.046 -2.506  0.13
H -4.711 -3.093 0.255  0.12
H -4.113 -2.316 -1.240  0.13
H -3.282 -1.064 0.758  0.09
H -4.942 -0.870 1.327  0.13
H 3.390 2.104 0.100  0.12
H 6.361 2.044 -1.704  0.09
H 5.161 1.324 -2.761  0.09
H 4.717 2.709 -1.747  0.08

Calculated values
Net charge ... 0
Kohn-Sham gap ... 0.332 hartree
Relative energy (zero: lowest compared OMol25 entry of this formula, charge and spin) ... 33.06 kcal/mol
E ... -1323.35631 Ha
SMILES ... COc1ccc(CN2CCNC(=O)[C@H]2CC(=O)N(C)CC2CCOCC2)cc1C
E_HOMO ... -8.32 eV
Spin multiplicity ... 1

---

Density functional theory data (ωB97M-V/def2-TZVPD) for one molecule with the formula C22H33N3O6S.

Last column: Löwdin charge in e.
Cartesian coordinates (Å):
C -4.041 1.058 4.608  -0.03
C -3.359 2.420 4.564  -0.44
C -3.383 2.990 3.147  -0.03
O -2.034 2.228 5.053  -0.16
C -1.306 3.389 5.400  -0.21
C -0.146 3.678 4.439  -0.15
C 0.904 2.573 4.477  -0.17
N 0.358 1.347 3.934  0.09
C 1.096 0.479 3.240  -0.47
O 2.277 0.615 2.994  0.06
C 0.297 -0.722 2.696  -0.01
N -0.245 -0.386 1.404  0.06
C -1.585 -0.184 1.165  -0.47
O -2.473 -0.278 1.967  0.12
O -1.749 0.143 -0.145  0.18
C -0.513 0.162 -0.727  -0.16
C -0.170 0.445 -2.030  0.03
C 1.183 0.392 -2.328  -0.26
S 1.691 0.705 -4.027  0.67
O 0.685 1.522 -4.637  -0.28
O 3.048 1.163 -3.999  -0.28
N 1.686 -0.745 -4.822  -0.23
C 2.745 -1.682 -4.544  -0.16
C 2.342 -2.736 -3.504  -0.36
C 3.463 -3.752 -3.315  -0.06
C 1.046 -3.409 -3.961  -0.14
C -0.061 -2.371 -4.161  -0.36
C -1.358 -3.020 -4.635  -0.06
C 0.417 -1.328 -5.179  -0.16
C 2.149 0.099 -1.380  -0.06
C 1.803 -0.184 -0.067  0.03
C 0.454 -0.159 0.238  -0.12
H -3.923 0.616 5.594  0.08
H -3.597 0.399 3.867  0.05
H -5.099 1.168 4.392  0.08
H -3.878 3.117 5.244  0.14
H -2.894 3.962 3.101  0.07
H -2.886 2.303 2.467  0.07
H -4.413 3.109 2.824  0.09
H -0.898 3.217 6.405  0.13
H -1.973 4.257 5.450  0.12
H -0.524 3.780 3.421  0.11
H 0.317 4.621 4.732  0.12
H 1.230 2.407 5.511  0.13
H 1.782 2.837 3.881  0.12
H -0.621 1.190 4.151  0.13
H 0.971 -1.577 2.593  0.14
H -0.543 -0.975 3.345  0.13
H -0.890 0.717 -2.783  0.13
H 3.600 -1.096 -4.209  0.12
H 3.011 -2.183 -5.482  0.14
H 2.154 -2.232 -2.549  0.12
H 4.374 -3.258 -2.989  0.08
H 3.184 -4.492 -2.568  0.08
H 3.669 -4.270 -4.250  0.08
H 0.731 -4.148 -3.220  0.12
H 1.223 -3.933 -4.903  0.13
H -0.244 -1.870 -3.204  0.12
H -2.133 -2.270 -4.768  0.08
H -1.705 -3.750 -3.907  0.08
H -1.205 -3.528 -5.584  0.08
H -0.290 -0.503 -5.270  0.12
H 0.525 -1.803 -6.161  0.14
H 3.182 0.119 -1.687  0.12
H 2.544 -0.380 0.691  0.11

Calculated values
Net charge ... 0
Kohn-Sham gap ... 0.341 hartree
Relative energy (zero: lowest compared OMol25 entry of this formula, charge and spin) ... 0.00 kcal/mol
E ... -1872.07036 Ha
SMILES ... CC(C)OCCCNC(=O)Cn1c(=O)oc2cc(S(=O)(=O)N3C[C@H](C)C[C@H](C)C3)ccc21
E_HOMO ... -8.77 eV
Spin multiplicity ... 1

---

Density functional theory data (ωB97M-V/def2-TZVPD) for C22H33N5S as an isolated structure.

Last column: Löwdin charge in e.
Cartesian coordinates (Å):
C 0.333 5.863 -3.031  -0.10
C -0.923 5.045 -2.706  -0.25
C -1.006 4.566 -1.257  -0.21
C 0.267 3.907 -0.708  -0.16
C 0.917 2.911 -1.637  -0.22
C 2.303 3.072 -1.981  -0.03
C 2.961 2.206 -2.789  -0.01
C 2.236 1.109 -3.306  -0.37
N 2.709 0.146 -4.108  -0.24
S 1.500 -0.853 -4.381  1.00
N 0.321 -0.151 -3.548  -0.24
C 0.856 0.939 -2.979  -0.35
C 0.207 1.863 -2.129  0.02
H 0.105 6.715 -3.669  0.07
H 1.071 5.259 -3.559  0.07
H 0.818 6.235 -2.129  0.07
H -1.811 5.642 -2.919  0.10
H -0.987 4.178 -3.365  0.10
H -1.827 3.849 -1.171  0.10
H -1.275 5.397 -0.602  0.11
H 0.998 4.658 -0.414  0.10
H 0.001 3.373 0.208  0.12
H 2.822 3.925 -1.564  0.11
H 4.004 2.344 -3.029  0.12
H -0.834 1.742 -1.861  0.13
C -0.504 -2.540 -1.073  -0.11
C -1.772 -3.241 -0.601  -0.26
C -2.837 -2.257 -0.105  -0.19
C -2.387 -1.508 1.068  -0.22
N -2.030 -0.914 1.982  0.16
H -0.024 -1.999 -0.255  0.08
H 0.213 -3.262 -1.461  0.04
H -0.722 -1.825 -1.868  0.05
H -1.536 -3.951 0.194  0.10
H -2.203 -3.818 -1.421  0.11
H -3.758 -2.780 0.155  0.12
H -3.081 -1.543 -0.893  0.12
C 0.636 -7.547 -0.138  -0.11
C 1.969 -7.211 0.519  -0.26
C 2.248 -5.705 0.552  -0.19
C 2.375 -5.141 -0.791  -0.24
N 2.463 -4.715 -1.853  0.15
H 0.619 -7.231 -1.182  0.07
H 0.453 -8.621 -0.111  0.07
H -0.190 -7.053 0.378  0.07
H 2.780 -7.717 -0.007  0.11
H 1.979 -7.578 1.547  0.11
H 3.169 -5.496 1.099  0.12
H 1.441 -5.183 1.070  0.12
C -2.427 1.724 4.430  -0.12
C -0.911 1.663 4.555  -0.27
C -0.410 2.050 5.951  -0.20
C -0.714 3.442 6.283  -0.24
N -0.949 4.535 6.542  0.14
H -2.801 2.737 4.584  0.07
H -2.733 1.393 3.439  0.05
H -2.905 1.069 5.161  0.08
H -0.450 2.317 3.813  0.11
H -0.570 0.650 4.338  0.10
H 0.670 1.912 6.021  0.12
H -0.867 1.408 6.706  0.12

Calculated values
Net charge ... 0
Kohn-Sham gap ... 0.315 hartree
Relative energy (zero: lowest compared OMol25 entry of this formula, charge and spin) ... 37.39 kcal/mol
E ... -1530.04502 Ha
E_HOMO ... -8.90 eV
Spin multiplicity ... 1

---

Largest force on an atom readings, ordered: 0.5 0.5 1.1 0.4 eV/Å